This record from the OMol25 dataset describes C37H48Cl2OP4W as an isolated structure. The level of theory is ωB97M-V/def2-TZVPD.

Properties
orbital gap (alpha / beta) = 6.932 / 2.959 eV
total charge = +2
relative energy (zero: lowest compared OMol25 entry of this formula, charge and spin) = 32.68 kcal/mol
multiplicity = 3
max |F| = 3.46 eV/A

CARTESIAN COORDINATES (ANGSTROEM)
W 0.176 -0.826 2.643
Cl 2.063 0.285 3.548
Cl -0.461 -1.425 4.876
P -3.877 -2.372 0.585
P 1.524 -2.811 2.601
P 1.346 1.070 -3.275
P -1.109 1.846 3.636
O -2.029 -0.103 -0.845
C 0.504 -4.249 2.235
C 2.830 -2.733 1.362
C 3.028 1.254 -3.977
C 0.938 0.009 0.828
C 2.394 -3.209 4.133
C 0.569 -2.742 -4.520
C -0.379 1.975 5.323
C 0.890 2.492 5.601
C -0.533 -1.297 -6.122
C -1.123 1.383 6.357
C 4.767 0.844 -5.621
C -1.343 -1.166 -0.132
C 0.677 -0.327 -4.254
C -3.595 -3.464 -0.812
C 1.422 2.383 6.889
C 5.620 1.724 -4.948
C -0.113 -0.695 0.549
C -0.112 -0.174 -5.403
C -0.803 2.807 -3.476
C 0.241 4.359 -5.556
C -1.561 3.843 -4.019
C 3.908 2.109 -3.280
C -1.042 4.620 -5.063
C -2.537 2.970 3.933
C -0.603 1.308 7.643
C -0.056 2.931 2.605
C 0.672 1.810 7.920
C 0.471 2.507 -4.002
C 5.189 2.353 -3.771
C -0.190 -2.579 -5.685
C -4.443 -3.275 2.016
C -1.817 -1.533 2.259
C -4.927 -0.983 0.180
C -2.252 -1.655 0.982
C 3.482 0.595 -5.130
C 1.000 3.315 -5.019
C 0.991 -1.625 -3.801
H 6.619 1.924 -5.338
H -1.427 0.311 -1.494
H 1.676 -3.414 4.933
H -5.397 -3.759 1.767
H 5.097 0.349 -6.537
H -0.361 2.759 1.561
H 5.856 3.036 -3.240
H 0.656 4.963 -6.365
H -5.889 -1.352 -0.197
H 1.699 0.636 0.393
H -2.908 -4.269 -0.516
H 2.438 2.743 7.073
H -0.510 -3.454 -6.254
H -2.561 4.047 -3.630
H 1.140 -5.143 2.188
H 2.004 3.131 -5.399
H 3.568 2.579 -2.357
H -3.132 2.625 4.795
H -0.260 -4.374 3.013
H 3.410 -3.664 1.403
H 1.580 -1.742 -2.890
H -4.551 -3.903 -1.127
H 3.486 -1.878 1.562
H -3.711 -4.042 2.300
H -5.083 -0.383 1.086
H -2.130 3.972 4.157
H -4.415 -0.371 -0.575
H -1.640 5.426 -5.491
H -1.094 -2.000 -0.818
H 3.018 -4.095 3.959
H -0.005 -4.107 1.275
H -1.124 -1.161 -7.030
H 2.394 -2.611 0.364
H 1.001 2.667 2.697
H -0.216 3.980 2.880
H 2.834 -0.107 -5.651
H -2.488 -1.818 3.080
H -3.172 3.021 3.034
H -1.192 2.224 -2.640
H 1.481 2.955 4.809
H 1.083 1.749 8.931
H -3.159 -2.897 -1.647
H -4.597 -2.586 2.856
H -0.394 0.821 -5.745
H -1.189 0.833 8.427
H 0.837 -3.745 -4.177
H -2.096 0.945 6.142
H 3.026 -2.369 4.442


This record from the OMol25 dataset describes C37H48CrN4OP2S as an isolated structure. The level of theory is ωB97M-V/def2-TZVPD.

Properties
orbital gap (alpha / beta) = 5.906 / 5.973 eV
total charge = +1
relative energy (zero: lowest compared OMol25 entry of this formula, charge and spin) = 8.77 kcal/mol
multiplicity = 2
max |F| = 0.92 eV/A

CARTESIAN COORDINATES (ANGSTROEM)
Cr -0.154 -0.003 -0.162
S 1.540 2.725 0.763
P -2.531 0.483 0.509
P 1.331 -1.598 -1.370
O 1.167 0.044 1.024
N -0.819 0.662 -2.116
N 0.493 2.031 -0.403
N 0.590 3.986 -1.725
N -0.811 -1.867 0.358
C 0.449 7.102 0.262
C 2.454 -4.276 1.533
C 0.687 4.902 -0.648
C -0.773 2.390 -3.782
C 2.479 -3.539 0.365
C -4.625 -2.728 1.954
C 2.063 -0.386 2.005
C -4.220 2.224 2.100
C 1.076 4.419 0.594
C 1.115 5.281 1.679
C 0.235 -3.433 1.976
C -2.811 1.658 1.922
C -1.494 -0.106 -2.969
C 3.072 -1.017 -1.620
C -3.019 -1.147 1.070
C -5.185 0.528 -0.704
C -0.480 1.905 -2.516
C -2.087 -2.176 0.817
C 0.361 6.236 -0.820
C 0.822 6.626 1.509
C -2.528 -3.497 1.030
C -1.865 0.322 -4.235
C -1.485 1.584 -4.655
C -3.760 -3.760 1.585
C -3.552 2.318 -1.359
C 0.798 -2.668 -2.810
C 0.971 -2.044 -4.198
C -4.250 -1.432 1.669
C 3.073 0.398 -2.205
C 0.221 -2.734 0.757
C 1.430 -4.064 -2.827
C -1.781 2.784 1.918
C 1.380 -2.776 -0.020
C 1.324 -4.201 2.343
C -3.706 0.876 -0.874
C 0.241 2.684 -1.483
C 4.031 -1.909 -2.410
H 1.298 -4.732 3.284
H 1.393 4.899 2.653
H 3.308 -4.867 1.828
H -4.255 2.775 3.041
H -0.764 2.406 2.019
H 1.476 -4.527 -1.846
H -4.931 -0.626 1.902
H -4.054 -4.790 1.743
H -3.337 0.211 -1.660
H -2.608 1.008 2.783
H -4.479 2.926 1.310
H -2.527 2.684 -1.310
H -5.686 0.671 -1.664
H -1.884 -4.323 0.765
H 5.032 -1.479 -2.361
H 3.759 -1.966 -3.462
H -0.609 -3.361 2.646
H -4.992 1.460 2.145
H 1.961 -1.618 -4.333
H -1.758 -1.095 -2.607
H 4.088 0.797 -2.227
H 0.825 -4.707 -3.468
H 2.462 1.070 -1.609
H 0.293 4.389 -2.599
H 0.214 8.148 0.127
H -4.162 2.996 -0.765
H -1.834 3.378 1.002
H -1.739 1.940 -5.643
H 2.566 -1.312 1.718
H 3.436 -0.949 -0.588
H 0.251 -1.268 -4.424
H -5.682 1.176 0.016
H 0.880 7.299 2.352
H 3.378 -3.541 -0.235
H 2.811 0.393 2.180
H -5.336 -0.507 -0.407
H 0.853 -2.819 -4.957
H 4.090 -2.926 -2.033
H 2.695 0.405 -3.231
H 0.050 6.601 -1.790
H -1.973 3.460 2.753
H 2.433 -4.039 -3.248
H -3.894 2.405 -2.391
H 1.515 -0.570 2.932
H -0.472 3.378 -4.094
H -5.577 -2.940 2.418
H -0.272 -2.801 -2.594
H -2.426 -0.339 -4.878


This record from the OMol25 dataset describes C37H48MoN6O3S2Sb2Se2 as an isolated structure. The level of theory is ωB97M-V/def2-TZVPD.

Properties
orbital gap (alpha / beta) = 6.239 / 6.030 eV
total charge = +2
multiplicity = 3
max |F| = 1.25 eV/A

CARTESIAN COORDINATES (ANGSTROEM)
Sb -0.719 -3.108 -2.242
Sb -1.080 -1.649 1.656
Mo 0.786 0.374 0.972
Se -2.192 0.700 -2.669
Se 0.158 2.560 -0.950
S 4.670 0.554 -0.413
S 3.275 3.010 1.242
O 4.455 2.383 1.759
O 2.342 3.650 2.117
O 2.583 0.873 4.640
N 4.475 6.666 -3.208
N 2.171 -0.077 -0.762
N 2.132 -1.082 1.776
N 2.370 1.781 0.508
N -0.976 1.426 1.665
N 1.091 0.864 2.901
C 4.278 -2.573 2.722
C -2.625 2.582 -2.285
C -3.192 -4.286 -0.405
C 2.812 -0.709 2.874
C 3.538 -3.000 1.622
C 2.990 5.914 -1.477
C -5.678 -4.321 0.916
C 4.261 -0.817 -1.403
C 5.154 4.863 -1.775
C 0.384 1.960 3.535
C -3.600 -3.171 0.360
C -2.116 -1.083 3.445
C -0.874 2.152 2.792
C 2.714 5.049 -0.445
C 3.652 4.085 -0.081
C -1.860 -3.276 -4.059
C 2.975 0.824 -0.194
C 3.889 -1.414 3.370
C 2.203 0.448 3.575
C 1.051 2.405 -2.667
C -2.128 1.492 0.961
C -4.831 -3.234 1.021
C -1.853 -4.521 -1.037
C -4.081 -5.359 -0.521
C 4.878 4.003 -0.737
C 4.217 5.837 -2.166
C -3.066 3.055 2.499
C -2.896 -1.844 0.457
C 2.474 -2.241 1.189
C -0.711 -3.639 2.349
C -3.186 2.275 1.349
C -5.309 -5.382 0.112
C -1.507 3.400 -1.641
C 0.618 -4.719 -2.824
C -1.892 2.996 3.219
C -4.024 0.092 -2.940
C 2.932 -1.003 -1.460
H -4.602 0.247 -2.032
H 5.034 -1.401 -1.874
H 0.408 1.888 -3.375
H -5.131 -2.391 1.634
H 0.051 -4.171 1.785
H 0.960 -4.552 -3.846
H -1.878 3.959 -0.784
H -2.906 3.028 -3.236
H -1.743 3.583 4.115
H -2.180 0.879 0.067
H 1.789 5.123 0.110
H 1.485 -4.810 -2.169
H -3.785 -6.212 -1.120
H 5.116 -3.156 3.080
H 1.280 3.409 -3.017
H 0.988 2.870 3.480
H -1.263 -2.893 -4.886
H -1.943 -5.377 -1.706
H -0.404 -3.571 3.392
H -1.133 -4.805 -0.263
H -5.964 -6.233 -0.017
H 6.109 4.814 -2.282
H 4.379 -1.046 4.261
H 3.783 -3.919 1.111
H -2.771 -2.688 -3.983
H 2.443 -1.754 -2.054
H -2.690 -1.942 3.788
H -2.656 -1.437 -0.528
H 2.279 6.684 -1.750
H 5.400 6.707 -3.598
H -6.618 -4.337 1.451
H -3.886 3.677 2.832
H -3.982 -0.972 -3.163
H 3.883 7.461 -3.371
H 5.616 3.282 -0.411
H -3.575 -1.154 0.958
H 1.970 1.843 -2.521
H -2.111 -4.319 -4.243
H -2.792 -0.249 3.254
H -4.097 2.284 0.767
H -4.471 0.620 -3.778
H -1.660 -4.171 2.287
H 1.860 -2.559 0.357
H -3.508 2.558 -1.648
H -1.408 -0.797 4.223
H 0.063 -5.656 -2.794
H 0.232 1.766 4.600
H -1.101 4.123 -2.347


This record from the OMol25 dataset describes C37H48N16OP2Ti as an isolated structure. The level of theory is ωB97M-V/def2-TZVPD.

Properties
orbital gap (alpha / beta) = 7.964 / 7.953 eV
total charge = +1
relative energy (zero: lowest compared OMol25 entry of this formula, charge and spin) = 31.60 kcal/mol
multiplicity = 2
max |F| = 2.49 eV/A

CARTESIAN COORDINATES (ANGSTROEM)
Ti 0.311 -0.472 0.907
P 0.662 -1.713 -1.616
P -2.076 -0.370 -0.491
O 0.996 1.167 -1.172
N 1.019 -4.306 2.205
N -2.225 0.722 -2.928
N 1.424 -0.548 5.311
N -1.321 -1.095 2.929
N -0.529 1.363 1.718
N 3.030 0.394 0.400
N 1.149 0.043 3.185
N 4.355 -1.000 1.338
N 2.253 -0.617 0.825
N 2.745 -2.654 1.984
N -2.002 2.533 2.904
N -0.615 -3.185 1.383
N 0.456 -2.374 1.321
N -0.267 -4.301 1.904
N 4.249 0.149 0.704
N 0.258 -0.131 -3.825
C -4.680 -0.898 0.461
C 0.091 1.347 -5.703
C -3.510 -2.861 -0.467
C -4.397 -1.085 -2.007
C -1.251 3.463 2.226
C 2.412 0.376 5.048
C -2.502 2.065 -4.872
C 0.693 3.389 0.797
C -1.335 4.845 2.162
C 1.297 2.176 -2.130
C -2.761 1.344 -0.340
C -0.396 5.486 1.381
C 3.117 -1.471 1.416
C 1.467 -3.112 1.840
C 2.558 -3.676 -1.946
C 3.967 2.329 3.947
C -0.290 2.715 1.514
C 3.395 0.940 5.847
C -1.944 2.622 -5.992
C 2.178 -2.336 -2.590
C 2.214 0.760 3.703
C 0.609 4.766 0.733
C 0.707 -0.699 4.168
C -1.754 1.147 -4.116
C 2.994 1.769 3.149
C 4.172 1.921 5.266
C -0.263 -0.599 -2.723
C -1.512 -0.125 -2.233
C -1.530 1.305 2.571
C 1.930 -2.528 -4.087
C -0.458 0.754 -4.553
C -0.643 2.278 -6.391
C -2.151 0.073 3.154
C 3.309 -1.322 -2.399
C -3.737 -1.354 -0.656
C -0.537 -1.519 4.082
C -0.476 -3.146 -1.815
H 1.846 -1.566 -4.585
H 1.920 -4.483 -2.300
H 2.843 2.109 2.137
H 1.635 1.720 -3.065
H 1.506 2.858 0.332
H 2.960 -0.316 -2.620
H 1.867 0.847 -0.843
H -4.281 -1.156 1.441
H 1.353 5.302 0.167
H 3.704 -1.354 -1.388
H -0.384 -3.831 -0.976
H -3.823 -1.510 -2.826
H 1.318 -1.072 6.165
H -2.741 2.737 3.555
H -1.093 -1.403 5.029
H -4.892 0.166 0.421
H 3.584 -3.931 -2.202
H 2.773 -3.072 -4.512
H 2.079 2.844 -1.765
H 4.949 2.393 5.845
H -3.272 -3.355 -1.405
H -1.860 -1.885 2.577
H -3.171 1.539 0.649
H 3.538 0.634 6.873
H 1.082 1.057 -6.020
H -3.497 2.312 -4.537
H -2.323 0.255 4.227
H -2.714 -3.068 0.249
H -3.141 -0.074 2.700
H -0.426 6.560 1.285
H -3.533 1.497 -1.092
H -2.493 3.346 -6.577
H -0.282 -3.684 -2.740
H -2.101 5.380 2.699
H 3.470 -3.294 2.274
H -1.942 2.039 -0.529
H -4.421 -3.328 -0.099
H 1.028 -3.101 -4.292
H 2.481 -3.629 -0.856
H -5.386 -1.537 -2.024
H -0.289 -2.583 3.990
H 4.598 3.103 3.543
H 4.134 -1.542 -3.071
H -0.218 2.776 -7.250
H 0.392 2.754 -2.324
H -4.512 -0.024 -2.203
H -5.630 -1.419 0.355
H -1.490 -2.754 -1.843


This record from the OMol25 dataset describes C37H49AuClN2PSSi as an isolated structure. The level of theory is ωB97M-V/def2-TZVPD.

Properties
orbital gap (alpha / beta) = 7.285 / 5.786 eV
relative energy (zero: lowest compared OMol25 entry of this formula, charge and spin) = 0.00 kcal/mol
multiplicity = 3
max |F| = 1.43 eV/A

CARTESIAN COORDINATES (ANGSTROEM)
Au -0.127 0.452 -0.170
Cl 1.081 -3.780 3.315
S -0.907 0.387 -2.634
P -1.425 1.508 1.406
Si 0.365 -0.494 -5.571
N 1.508 1.264 1.111
N 1.053 -0.803 -1.509
C -1.366 -0.667 3.057
C 5.346 0.483 -0.325
C 6.731 0.239 -0.843
C 3.273 1.721 -0.421
C -1.452 -1.020 -5.795
C 0.513 -0.562 -2.714
C -0.191 2.247 2.477
C -2.513 -5.462 3.399
C 4.541 1.457 -0.902
C 1.170 1.950 2.197
C 0.424 3.589 4.400
C 2.135 -1.566 -1.408
C -0.313 -3.118 0.683
C -3.269 0.919 3.493
C 2.797 1.003 0.690
C 1.069 -1.059 -3.902
C -1.222 -5.066 3.721
C -1.823 3.911 0.182
C -2.379 0.286 2.431
C 2.178 -1.868 -3.768
C -3.069 -5.076 2.180
C 1.396 -1.305 -6.954
C 3.585 -0.008 1.264
C 2.135 2.496 3.082
C -2.612 2.852 0.947
C 2.721 -2.143 -2.512
C 0.648 1.391 -5.666
C -1.023 -3.876 1.585
C 3.042 -0.809 2.408
C 0.049 4.455 5.565
C -0.532 3.078 3.542
C -2.351 -4.312 1.299
C 1.763 3.275 4.146
C 4.849 -0.244 0.750
C -0.503 -4.282 2.851
C -3.738 2.277 0.092
C 2.398 2.767 -1.036
H -0.690 -1.058 2.292
H 0.705 -2.827 0.862
H -1.570 3.332 3.702
H -2.108 -0.461 -5.137
H -0.773 -0.140 3.803
H 0.616 4.167 6.449
H 2.444 -1.031 -6.891
H -0.752 -2.830 -0.256
H 3.584 -2.778 -2.399
H 3.081 -0.235 3.334
H 5.463 -1.015 1.197
H 1.523 2.302 -1.496
H 1.028 -0.971 -7.918
H 2.030 3.449 -0.270
H -0.775 -5.367 4.657
H -3.808 0.137 4.026
H 4.914 2.028 -1.741
H -1.867 -1.508 3.537
H 6.965 -0.824 -0.850
H 0.031 1.918 -4.946
H 0.416 1.780 -6.653
H -4.328 1.547 0.643
H 7.463 0.739 -0.205
H 0.268 5.502 5.353
H -1.413 3.480 -0.732
H 2.933 3.333 -1.794
H 2.525 -1.709 -0.411
H -4.074 -5.383 1.931
H 1.686 1.633 -5.450
H 2.633 -2.298 -4.649
H 2.524 3.667 4.807
H 1.328 -2.388 -6.937
H -2.661 1.464 4.214
H -3.326 1.794 -0.794
H -1.774 -0.850 -6.818
H -4.404 3.074 -0.234
H -1.589 -2.076 -5.578
H 6.841 0.630 -1.853
H 1.996 -1.059 2.234
H -2.468 4.746 -0.090
H 3.610 -1.726 2.550
H -3.019 3.291 1.868
H -1.001 4.292 0.788
H -2.998 -0.266 1.712
H 3.181 2.298 2.884
H -2.771 -4.026 0.349
H -3.997 1.595 3.051
H -1.013 4.366 5.786
H -3.079 -6.063 4.093